This record from the Open Molecules 2025 dataset describes a 5-piece molecular cluster, C20H30O15 overall in a non-equilibrium geometry. The level of theory is ωB97M-V/def2-TZVPD.

**Energy above the lowest of the compared OMol25 structures with the same formula, charge and spin**: 107.96 kcal per mole
**SMILES**: C[C@H]1COC(=O)O1.C[C@H]1COC(=O)O1.C[C@H]1COC(=O)O1.C[C@H]1COC(=O)O1.C[C@H]1COC(=O)O1
**LUMO level**: 0.153 eV
**Calculated total energy**: -51936.0677 eV

Geometry as XYZ:
```
65
C20H30O15 | the Open Molecules 2025 dataset | ωB97M-V/def2-TZVPD
O -0.09064 0.90846 -0.57580
O 4.71461 4.69751 -6.75662
O -1.12790 0.24916 1.26073
O -0.86175 -1.61435 10.63342
O -2.36704 0.47251 -0.53913
O -5.69059 3.67427 -6.34076
O -7.50120 4.69997 -7.08273
O -1.31586 0.46325 11.19960
O -1.54731 -0.15565 9.03133
O 5.50104 2.73971 -5.79402
O 3.43963 -3.92821 -1.23647
O 3.34983 -5.02586 -3.14457
O 4.91867 -3.40628 -3.02436
O 3.40952 3.43574 -5.42363
O -7.19419 2.55920 -7.53839
C 0.02927 0.87876 1.68336
C 3.57389 2.33358 -4.60985
C 1.43355 -4.63280 -0.23461
C 4.90428 1.67773 -5.03256
C -1.14619 -0.38599 10.19032
C 2.69063 -5.07749 -0.93242
C 2.35875 1.46697 -4.96069
C -1.57315 0.23682 13.52377
C -0.36169 -1.44659 11.90860
C -1.25986 0.46559 -0.00153
C 4.57786 3.74434 -6.01437
C 0.71063 0.26368 2.86240
C -6.08018 1.69510 -7.45525
C 0.90671 1.11253 0.43167
C -0.74664 -0.10526 12.34835
C 2.36412 -5.64674 -2.39483
C -6.88197 3.70640 -6.99689
C -4.21780 1.90526 -5.84735
C -5.01608 2.56341 -6.97319
C 4.01475 -4.08624 -2.46420
H 2.26272 1.13207 -5.99352
H -1.77348 1.30821 13.51449
H 0.09291 0.02896 3.72926
H -4.65421 1.27618 -5.07153
H 1.48189 2.10610 -4.85706
H 2.23579 -6.72392 -2.28841
H 3.52259 2.55924 -3.54470
H 0.69021 -1.67998 11.74391
H -2.54726 -0.17224 13.25561
H -4.37882 2.85807 -7.80697
H -3.60976 2.66362 -5.35410
H 1.13575 -5.62416 0.10688
H 1.70602 0.38050 0.54715
H -5.83526 1.29380 -8.43865
H 1.34305 2.11115 0.40968
H 0.64279 -4.29887 -0.90641
H 1.57607 0.86513 3.14058
H -3.39441 1.36080 -6.30963
H 4.75853 0.80780 -5.67296
H -6.33480 0.81883 -6.85909
H 2.04036 0.55471 -4.45619
H -0.77506 -2.22162 12.55399
H 1.38410 -0.57275 2.67548
H 1.77542 -3.89366 0.48989
H -1.21353 -0.15502 14.47520
H 0.13291 0.53795 12.37623
H 3.31698 -5.81472 -0.43014
H -0.35289 1.83462 2.04165
H 1.38790 -5.23068 -2.64378
H 5.46577 1.45140 -4.12614
```

Atomic partial charges in e from the Löwdin method, atoms 1 to 8: O 0.06; O 0.14; O 0.13; O 0.09; O 0.12; O 0.10; O 0.18; O 0.10

=====

This record from the Open Molecules 2025 dataset describes C20H31AuINOP2 as an isolated structure in a non-equilibrium geometry. The level of theory is ωB97M-V/def2-TZVPD.

**Charge**: +2
**LUMO level (spin up / spin down)**: -7.708 / -10.287 eV
**Calculated total energy**: -55131.9336 eV
**2S+1**: 3

Geometry as XYZ:
```
57
C20H31AuINOP2 | the Open Molecules 2025 dataset | ωB97M-V/def2-TZVPD
Au 0.20219 -0.00753 -0.11738
I 1.83328 0.20695 2.05865
P 0.25756 2.43919 -0.03086
P 0.24178 -2.45425 -0.14819
O -2.79902 0.09860 0.06664
N -1.80770 -0.87266 1.99752
C 0.41423 3.16627 -1.68079
C -1.17564 -3.36963 0.53521
C -1.97389 -0.32039 0.85509
C -2.05566 -0.27564 3.22413
C -0.72575 0.00516 -2.00710
C 1.24228 -2.55345 4.31425
C -3.06537 -0.33346 5.44581
C -2.14648 1.73013 4.58205
C -1.19736 3.30813 0.65706
C -2.69507 -0.98950 4.27084
C 1.65435 -3.03496 0.80491
C -0.86714 -3.72084 3.91660
C 0.14164 -2.89233 3.57734
C 1.68700 3.16865 0.86316
C -1.68966 1.06242 3.44963
C 1.48686 -3.38392 5.44760
C -0.64390 -4.48832 5.09293
C 0.53869 -4.32934 5.82197
C 0.42411 -3.21587 -1.76291
C -2.83751 1.04672 5.58965
H -3.55224 -0.86205 6.25253
H 1.37820 -2.98184 1.86024
H -1.39761 -5.20599 5.41482
H -2.09651 2.99751 0.10525
H 1.91186 -1.73531 4.05650
H 0.65974 -4.27711 -1.60767
H -1.04082 1.52819 2.71686
H 1.25035 2.69035 -2.21061
H 1.88820 -4.07260 0.55079
H -1.40640 0.86212 -2.04996
H 1.47782 3.10593 1.94050
H -1.29674 -0.91576 -2.16516
H -1.95653 2.80165 4.69289
H -3.16710 1.60127 6.48408
H 2.51040 -2.37612 0.64342
H -1.27286 -3.05361 1.57935
H -1.01561 -4.46178 0.49199
H 2.56562 2.55084 0.62994
H 0.61647 4.24095 -1.55807
H 2.40719 -3.27023 6.02121
H -1.04449 4.39126 0.52992
H 0.06426 0.10066 -2.76351
H -2.10080 -3.09385 0.00899
H -1.80454 -3.83377 3.36973
H -0.51643 -3.11429 -2.31687
H -2.92080 -2.03347 4.13850
H 1.89174 4.20992 0.57901
H 0.71785 -4.95884 6.68693
H -0.51572 3.02067 -2.24677
H -1.34740 3.09351 1.72359
H 1.23665 -2.72187 -2.30574
```

Atomic partial charges in e from the Löwdin method, atoms 1 to 8: Au 0.52; I 0.86; P 0.71; P 0.75; O 0.11; N 0.14; C -0.24; C -0.22

=====

This record from the Open Molecules 2025 dataset describes C20H31B4F16N3O2Rb as an isolated structure in a non-equilibrium geometry. The level of theory is ωB97M-V/def2-TZVPD.

**Energy above the lowest of the compared OMol25 structures with the same formula, charge and spin**: 715.99 kcal per mole
**Charge**: -3
**LUMO level**: 4.563 eV
**Calculated total energy**: -76637.2781 eV

Geometry as XYZ:
```
77
C20H31B4F16N3O2Rb | the Open Molecules 2025 dataset | ωB97M-V/def2-TZVPD
Rb -1.80750 -1.53611 -0.96655
F 2.11133 -4.64747 0.31714
F 0.92974 0.19713 -1.20077
F 2.56068 0.16637 -3.12854
F 0.17436 -1.79222 -1.00088
F 1.18412 -2.68499 -1.68857
F 3.85284 -3.54277 -0.19643
F 1.93081 -2.49966 0.13267
F -0.75825 -0.21519 0.30808
F 0.86671 -1.09443 -2.57741
F 2.98321 -3.26615 1.85596
F 1.50589 -3.95089 -3.54840
F 1.51324 -4.93383 -1.54656
F 3.15251 -3.48936 -2.08192
F 2.60351 -2.01734 -3.55815
F 1.39262 -0.85541 0.64962
F 1.31098 -0.61759 -4.77539
O 2.74887 0.65435 -0.95291
O -0.36380 -2.15318 3.16336
N -2.53267 1.24860 -1.47463
N -4.43805 -0.74202 1.65237
N -1.48410 2.95204 0.81744
C 2.39122 1.24318 0.29691
C -1.61943 0.49708 -2.07375
C -2.66198 0.40442 0.94791
C 0.55303 -1.36805 2.39440
C 2.73412 1.64046 -2.00183
C -3.36483 -1.06340 2.45828
C -0.10879 2.14770 -0.72331
C -4.04451 0.18501 0.77835
C -0.74861 -1.32296 4.29699
C -3.79525 1.15975 -2.06501
C 2.58444 3.02215 -1.22958
C 1.40532 -0.65665 3.44793
C -0.98008 2.99357 -1.36524
C 0.43034 -0.30214 4.53244
C -2.29813 -0.28675 2.05399
C -3.70489 0.20027 -3.02829
C -0.47913 1.99935 0.58773
C -2.30250 -0.10687 -3.15112
C 2.80148 2.67291 0.19156
C -1.89832 3.45631 -0.38864
B 1.81389 -3.75803 -2.22526
B 1.84425 -0.88004 -3.52425
B 2.73867 -3.48444 0.56571
B 0.42310 -0.65403 -0.27196
H -1.65209 -0.78999 4.00075
H -0.03209 -0.71084 1.75112
H 0.89257 -0.52754 5.49350
H -5.37933 -1.10459 1.70371
H 3.30721 3.70644 -1.67394
H -1.33073 -0.36071 2.52839
H 2.22495 -1.22139 3.89218
H 0.07360 0.72762 4.51203
H 2.22509 3.33622 0.83647
H 1.64784 3.56696 -1.34813
H -4.35590 -0.29191 -3.73564
H -4.61450 1.69137 -1.60392
H -0.94922 3.15697 -2.43236
H -1.89365 -0.86521 -3.80239
H -0.58908 0.64562 -1.78616
H -3.39235 -1.72028 3.31511
H -2.06904 1.08022 0.34949
H 1.17012 -1.95295 1.71235
H 2.84521 0.70654 1.12998
H 1.85664 1.46298 -2.62363
H -0.05447 1.37082 1.35650
H 2.00511 0.16257 3.05143
H 3.81557 2.75045 0.58361
H -2.30581 1.89267 -0.73046
H -4.73717 0.52222 0.02143
H 3.60690 1.53544 -2.64630
H -2.64706 4.21263 -0.57245
H 1.30591 1.14999 0.25796
H 0.77277 1.66077 -1.11338
H -1.86646 3.21934 1.71323
H -1.03117 -1.93108 5.15633
```

Atomic partial charges in e from the Löwdin method, atoms 1 to 8: Rb 1.58; F 0.15; F -0.02; F 0.13; F -0.22; F 0.07; F 0.15; F 0.17